179
Properties=species:S:1:pos:R:3:forces:R:3:lowdin_charge:R:1 method="wB97M-V/def2-TZVPD" e_above_lowest_kj_mol=618.4 orbital_gap_ev=9.40 energy_ev=-92633.463 lumo_energy_ha=0.0084
C 13.648520 -10.594020 11.715410 -0.081 0.299 0.272 -0.08
C 12.429180 -9.855170 11.109080 1.864 -0.553 -0.321 -0.43
C 12.931290 -8.899210 10.007540 -0.996 -0.850 0.007 -0.21
O 11.783770 -8.371650 9.330630 0.826 0.635 0.185 -0.22
C 12.149120 -7.430810 8.298560 -0.326 -0.974 1.048 -0.08
N 11.549320 -10.866310 10.533780 0.112 0.726 -0.267 0.04
H 14.280750 -11.145430 11.019470 -0.383 0.151 -0.592 0.07
H 13.301060 -11.359370 12.409400 -0.026 0.189 0.293 0.07
H 14.333770 -9.909590 12.215500 -0.139 0.079 0.333 0.07
H 11.949520 -9.247820 11.876650 -0.099 0.063 0.188 0.13
H 13.528560 -9.464970 9.292500 0.122 -0.199 -0.198 0.12
H 13.592930 -8.154270 10.449580 -0.208 0.458 0.046 0.12
H 11.200740 -7.140780 7.846290 0.329 0.062 -0.251 0.09
H 12.835810 -7.939120 7.621670 -0.114 0.177 -0.419 0.08
H 12.656320 -6.574330 8.742740 -0.025 0.191 -0.032 0.08
H 10.973180 -11.255440 11.266400 -0.194 -0.084 -0.010 0.07
H 10.969570 -10.306850 9.924680 -0.673 -0.407 -0.290 0.06
C 10.843800 -3.944920 13.433400 -0.126 -0.358 0.189 -0.07
C 10.858500 -4.110090 14.939360 0.892 1.807 1.739 -0.39
C 12.214800 -3.687510 15.616690 0.533 -0.992 -0.769 -0.19
O 13.243460 -4.579530 15.155700 -0.850 -0.846 -0.688 -0.21
C 14.347840 -4.612780 15.997380 0.622 0.660 0.125 -0.14
N 9.737350 -3.333600 15.586910 0.454 -0.714 -0.508 0.03
H 11.048190 -2.930580 13.090710 -0.078 0.156 0.256 0.08
H 9.846800 -4.237430 13.103980 0.084 0.008 -0.281 0.08
H 11.598320 -4.585800 12.977250 -0.086 -0.081 0.015 0.08
H 10.785480 -5.155840 15.237980 -0.454 -0.056 -0.253 0.13
H 12.160970 -3.771630 16.702110 -0.377 -0.127 0.231 0.11
H 12.592240 -2.685300 15.413680 -0.510 0.474 -0.280 0.12
H 14.117610 -5.066060 16.961550 -0.149 0.396 0.374 0.09
H 14.704460 -3.583350 16.031980 0.285 0.210 0.906 0.09
H 15.214000 -5.168890 15.638750 -0.445 -0.331 -0.740 0.09
H 9.727160 -3.483550 16.585660 0.016 -0.416 0.161 0.05
H 9.882260 -2.336270 15.520260 0.192 0.202 -0.486 0.06
C 3.997590 1.542070 10.370470 0.501 -0.807 -0.472 -0.06
C 3.708440 0.201570 11.005090 -0.642 -1.670 0.884 -0.43
C 4.692850 -0.965950 10.530290 -1.670 1.789 1.683 -0.24
O 4.500730 -1.138930 9.181560 1.269 -0.500 -0.889 -0.17
C 5.246650 -2.268750 8.750730 -0.523 0.140 -1.584 -0.10
N 3.620480 0.328580 12.453640 1.048 0.575 0.623 0.02
H 3.268920 2.332040 10.552320 -0.164 -0.354 0.014 0.08
H 4.069860 1.271730 9.317000 0.007 0.715 -0.251 0.07
H 4.971230 1.903720 10.701140 0.166 0.057 -0.007 0.08
H 2.687290 -0.113420 10.790330 0.027 -0.110 -0.904 0.13
H 4.491760 -1.913750 11.029620 -0.477 -0.075 0.484 0.11
H 5.686600 -0.690830 10.883640 0.643 0.201 -0.567 0.12
H 6.309430 -2.265230 8.992790 -0.048 0.150 0.637 0.09
H 5.232110 -2.250950 7.660970 -0.139 0.045 -0.098 0.09
H 4.743690 -3.194730 9.029450 0.180 -0.117 0.451 0.09
H 3.666630 -0.539170 12.968390 -0.353 -0.482 -0.287 0.06
H 4.464590 0.792230 12.757960 0.178 0.439 0.286 0.06
C 10.112600 -13.014700 2.925890 -0.957 0.192 0.351 -0.06
C 9.766200 -11.994880 4.035300 1.542 0.773 -0.474 -0.44
C 8.532420 -12.256750 4.861310 0.346 -0.968 -0.581 -0.25
O 8.430870 -11.327270 5.899260 -0.343 0.406 0.197 -0.20
C 7.198680 -11.510730 6.586560 0.721 0.768 0.221 -0.09
N 10.927720 -11.867460 4.929940 -0.280 -0.496 0.333 0.04
H 11.131500 -13.005720 2.538780 0.028 0.820 0.216 0.07
H 9.418430 -12.774440 2.120590 0.074 -0.609 -0.300 0.07
H 10.016450 -14.049090 3.255900 -0.532 -0.092 0.113 0.07
H 9.655760 -11.023880 3.552540 -0.097 0.170 -0.095 0.13
H 8.712810 -13.245830 5.282380 -0.430 -0.509 0.235 0.13
H 7.625040 -12.275170 4.257640 -0.198 -0.015 -0.145 0.13
H 7.186500 -12.499890 7.044280 -0.473 -0.210 -0.258 0.09
H 6.388640 -11.266740 5.899250 -0.336 -0.543 0.072 0.09
H 7.149810 -10.784030 7.397490 0.179 0.048 -0.032 0.09
H 10.554850 -11.534090 5.807390 0.090 0.859 0.272 0.05
H 11.100030 -12.820220 5.217440 0.694 -0.578 -0.117 0.06
C 18.885200 -9.995020 19.179180 -1.374 1.238 0.093 -0.09
C 20.061120 -9.160200 19.701470 -0.911 -2.579 -0.161 -0.40
C 19.810060 -8.752260 21.148190 0.287 0.581 0.837 -0.22
O 18.614730 -8.001350 21.332190 -0.715 1.024 -0.695 -0.21
C 18.478500 -7.363770 22.620620 1.389 -1.410 -0.316 -0.08
N 21.177660 -10.126980 19.575320 1.139 0.649 0.073 0.02
H 18.721970 -10.956440 19.666130 0.308 0.212 0.849 0.08
H 18.945540 -10.338190 18.146370 0.137 0.802 -0.332 0.08
H 18.021630 -9.362150 19.383670 -0.659 -0.418 -0.583 0.07
H 20.248940 -8.260580 19.115370 0.023 -0.182 -0.164 0.14
H 20.657260 -8.146310 21.469400 0.273 0.077 0.134 0.12
H 19.766500 -9.615140 21.812750 0.103 -0.431 -0.025 0.13
H 17.604670 -6.731900 22.779590 -0.233 -0.477 -0.740 0.09
H 19.348120 -6.745110 22.842250 0.228 0.121 -0.113 0.08
H 18.509730 -8.211440 23.305140 -0.331 0.281 0.706 0.08
H 20.863790 -11.041010 19.868810 -0.221 -0.019 0.981 0.06
H 21.199250 -10.353860 18.591370 0.558 0.531 -0.549 0.06
C 10.374800 -9.831930 18.433450 -1.163 -0.887 0.759 -0.05
C 9.533050 -10.809450 19.329910 -0.533 -0.143 -0.444 -0.42
C 8.048560 -10.424020 19.410540 -0.217 -0.138 0.246 -0.20
O 7.294790 -11.256250 20.369350 0.301 2.098 -0.683 -0.20
C 5.938420 -10.758580 20.502050 0.228 -1.919 0.487 -0.11
N 9.544970 -12.188240 18.755790 0.626 0.637 0.959 0.03
H 11.407690 -10.149000 18.289630 -0.109 -0.298 0.113 0.07
H 10.410760 -8.840220 18.884370 -0.205 0.072 -0.187 0.07
H 9.862770 -9.847250 17.471330 0.224 0.408 -0.156 0.07
H 9.856170 -10.783350 20.370580 0.494 -0.077 0.126 0.13
H 7.593120 -10.547100 18.427940 -0.076 -0.062 -0.187 0.12
H 7.979410 -9.369970 19.679420 -0.169 0.125 0.269 0.12
H 5.413040 -10.882360 19.555080 -0.052 0.359 -0.073 0.08
H 5.715340 -9.814200 20.998520 0.956 0.641 -0.496 0.08
H 5.490040 -11.447510 21.217890 -0.116 -0.353 -0.193 0.08
H 9.087830 -12.729170 19.475870 -0.770 -0.386 -0.059 0.06
H 10.485770 -12.526660 18.898880 0.587 -0.093 -0.504 0.06
C 16.065990 -0.742220 9.833700 -0.594 1.683 -0.830 -0.06
C 16.951650 0.518790 9.527910 -0.062 -0.715 1.319 -0.40
C 17.212980 1.479560 10.788510 -1.861 0.280 -0.985 -0.13
O 15.948490 2.120030 11.213090 0.483 -1.311 -0.146 -0.22
C 15.455400 3.138330 10.337860 0.382 -0.516 0.658 -0.11
N 18.161020 -0.065790 8.921540 0.293 1.479 0.858 0.02
H 16.045200 -1.357780 8.934390 0.159 0.098 -0.102 0.07
H 15.059840 -0.332840 9.924040 -0.227 -0.527 0.636 0.07
H 16.354450 -1.408090 10.647030 0.123 0.518 0.285 0.07
H 16.452830 1.177350 8.816870 -0.050 -0.433 -0.311 0.11
H 17.838300 2.355930 10.618050 0.640 -0.278 -0.757 0.11
H 17.677740 0.922850 11.602250 -0.535 -0.017 0.320 0.11
H 15.233410 2.804780 9.324170 0.312 -0.142 -0.137 0.07
H 16.184590 3.948440 10.348660 -0.138 0.329 -0.331 0.08
H 14.496410 3.463600 10.741130 0.203 0.106 0.233 0.09
H 18.782850 0.729440 8.889270 0.646 0.328 -0.833 0.06
H 18.583970 -0.531100 9.711930 0.229 -0.901 0.123 0.06
C 19.813020 -6.477670 6.894070 1.459 -0.232 0.206 -0.24
C 20.411290 -5.553960 5.764140 -1.907 -0.514 1.081 -0.20
O 19.298350 -4.769350 5.335630 0.066 0.174 -0.888 -0.10
O 19.184010 -7.695500 6.529770 0.337 0.388 -0.881 -0.07
H 19.036600 -5.962710 7.459840 0.457 0.795 0.204 0.11
H 20.641840 -6.767280 7.540040 -0.102 0.006 0.305 0.11
H 20.799790 -6.132880 4.926270 -0.106 0.045 0.040 0.12
H 21.159450 -4.852040 6.132470 0.375 -0.426 0.271 0.11
H 19.100790 -4.200260 6.083100 -0.226 0.177 -0.094 0.08
H 18.467130 -7.398940 5.964320 -0.374 -0.415 -0.260 0.08
C 8.412980 -16.165290 12.681660 -0.682 -0.208 1.177 -0.24
C 7.493330 -15.445130 13.694070 -0.700 1.390 -1.034 -0.24
O 7.866330 -14.072570 13.849870 0.420 -0.241 0.132 -0.08
O 7.929160 -17.489910 12.531270 0.287 -0.309 -0.433 -0.07
H 9.448770 -16.072160 13.008110 0.236 -0.404 0.169 0.11
H 8.394550 -15.728770 11.683060 -0.402 0.275 0.204 0.12
H 7.344030 -15.818280 14.707270 0.577 -0.987 -0.159 0.12
H 6.485510 -15.397460 13.281620 -0.034 -0.273 -0.212 0.12
H 8.507400 -14.109930 14.563470 0.187 0.599 0.034 0.08
H 8.138860 -18.040690 13.289080 0.119 0.179 0.135 0.08
C 21.398700 -13.245300 12.438760 0.692 0.998 -0.233 -0.19
C 21.169370 -12.907530 10.934960 -0.496 0.511 1.707 -0.27
O 22.108050 -13.608900 10.201080 0.740 -0.981 -0.908 -0.06
O 22.560840 -12.540770 12.993550 -1.149 -0.581 -0.344 -0.09
H 21.498910 -14.323070 12.567070 0.332 -0.131 -0.295 0.11
H 20.568760 -12.979780 13.093590 -0.092 0.392 -0.299 0.11
H 21.318070 -11.849060 10.721330 -0.174 0.383 0.514 0.12
H 20.153140 -13.144830 10.620220 -0.218 -0.240 0.215 0.11
H 21.779930 -13.630660 9.299150 0.339 -0.127 -0.175 0.09
H 23.240530 -12.469730 12.319320 0.019 -0.218 -0.184 0.07
C 13.911660 -16.528300 8.918400 0.358 -1.351 -0.112 -0.28
C 13.858050 -17.963210 8.436590 -0.518 -0.923 0.964 -0.24
O 14.578200 -18.812590 9.357700 0.336 0.335 -1.172 -0.07
O 12.938330 -15.866880 8.181800 -0.428 1.284 0.069 -0.05
H 14.925960 -16.176600 8.729690 0.217 0.361 -0.160 0.12
H 13.746770 -16.400220 9.988210 -0.128 -0.484 0.147 0.12
H 14.126550 -17.997120 7.380730 0.939 -0.129 0.024 0.12
H 12.873170 -18.425900 8.373170 -0.449 0.656 0.551 0.12
H 15.457120 -18.904380 8.982650 0.223 -0.196 0.266 0.08
H 12.734110 -15.131730 8.764420 -0.563 0.481 -0.571 0.09
C 14.312650 -18.423490 16.741960 1.087 0.377 0.240 -0.25
C 14.912670 -17.446460 15.709850 -0.006 -0.073 0.938 -0.24
O 15.887980 -16.600650 16.291820 0.145 0.172 0.182 -0.07
O 13.611960 -17.761130 17.772430 -0.928 0.390 -0.079 -0.06
H 15.109110 -18.881240 17.328650 0.686 -0.594 -0.905 0.11
H 13.752050 -19.208340 16.234190 -0.371 0.035 0.049 0.11
H 14.165330 -16.745040 15.338930 -0.195 -0.348 -0.180 0.12
H 15.382160 -18.009400 14.903130 -0.328 -0.167 -0.276 0.11
H 16.592560 -17.154540 16.635870 0.139 0.004 0.048 0.08
H 13.940840 -18.113930 18.602470 -0.233 0.207 -0.025 0.08
C 15.846380 -6.847120 0.753410 0.344 1.358 0.916 -0.23
C 15.007090 -7.935150 1.323870 -1.379 -0.042 -1.283 -0.30
O 15.409020 -8.356760 2.596790 0.391 -0.280 -0.021 -0.04
O 15.735940 -5.667950 1.576560 0.317 -0.032 -0.268 -0.07
H 15.561870 -6.460640 -0.225260 -0.466 -0.686 -0.113 0.12
H 16.861800 -7.225550 0.635890 0.327 0.222 0.283 0.12
H 14.988300 -8.716930 0.564560 0.342 -0.669 0.039 0.11
H 13.956270 -7.654220 1.394310 -0.130 0.608 -0.128 0.12
H 14.692160 -8.947310 2.839610 0.215 -0.182 0.600 0.09
H 16.423870 -5.619190 2.244370 0.044 -0.296 0.010 0.08